# C25H28BrI2N5O3Pt

A structure of composition C25H28BrI2N5O3Pt at a distorted geometry (the ωB97M-V functional and the def2-TZVPD basis, OMol25).

```
65
Properties=species:S:1:pos:R:3:lowdin_charge:R:1
Pt -0.05866 -0.04830 -0.08480 1.548
I -1.07262 3.46034 -7.08988 0.983
C -0.51266 2.40925 -5.43726 -0.766
C 0.47008 1.40826 -5.54037 -0.218
C 0.87065 0.73026 -4.42239 -0.648
I 2.27943 -0.77129 -4.54781 0.976
C 0.31626 1.05108 -3.12175 -0.432
O 0.76714 0.46984 -2.09682 -0.272
C -0.74796 2.02377 -3.06359 -0.163
C -1.34835 2.34100 -1.73053 -0.114
N -1.79883 1.13857 -0.98719 -0.056
C -2.51819 1.53386 0.24013 -0.109
C -1.50229 2.12695 1.18189 -0.245
C -1.81980 3.06709 2.14031 0.038
C -0.83110 3.51506 3.00201 0.016
C 0.45950 3.03000 2.85454 0.004
C 0.71544 2.10247 1.86770 -0.068
N -0.25054 1.65330 1.05113 -0.068
C -1.12667 2.68621 -4.19292 -0.112
H 0.89711 1.17404 -6.50592 0.091
H -2.19381 3.02232 -1.85808 0.147
H -0.60819 2.85261 -1.11299 0.135
H -2.40008 0.57517 -1.58204 0.100
H -2.96008 0.64691 0.69874 0.128
H -3.31684 2.24848 0.03048 0.151
H -2.83397 3.43611 2.21183 0.140
H -1.06194 4.24098 3.77018 0.136
H 1.26421 3.36036 3.49552 0.131
H 1.71023 1.71743 1.70024 0.101
H -1.89886 3.44456 -4.14654 0.105
Br 3.54134 0.29030 -0.41344 0.900
C 2.89647 -0.85513 0.92779 -0.709
C 3.76826 -1.68251 1.61262 -0.051
C 3.25368 -2.49219 2.61500 0.021
C 1.90083 -2.43835 2.91452 0.053
C 1.10152 -1.59083 2.17644 -0.160
N 1.59201 -0.81510 1.19782 -0.037
C -0.38707 -1.47132 2.43454 -0.520
O -0.88240 -1.95267 3.41801 0.166
O -1.06032 -0.79791 1.52546 -0.170
H 4.82006 -1.68492 1.36656 0.125
H 3.91192 -3.15694 3.15876 0.137
H 1.44940 -3.02458 3.70251 0.144
C -2.79624 -4.22034 -3.31171 -0.046
C -2.44935 -4.32255 -1.83016 -0.168
N -1.78448 -3.12175 -1.27211 -0.042
C -2.66672 -2.19339 -0.55551 -0.180
C -3.64293 -1.45999 -1.46695 -0.050
C -0.48686 -2.90554 -1.42837 -0.338
C 0.36295 -3.97605 -2.06792 0.034
N 0.15253 -1.81482 -1.05824 -0.018
H -3.21924 -5.16695 -3.64761 0.095
H -1.92326 -4.00944 -3.92777 0.072
H -3.53168 -3.44122 -3.50173 0.068
H -1.83104 -5.19627 -1.64028 0.118
H -3.35895 -4.45704 -1.24716 0.129
H -2.05020 -1.48514 -0.00920 0.039
H -3.20595 -2.77122 0.19580 0.142
H -3.11381 -0.92170 -2.25929 0.080
H -4.22365 -0.74843 -0.87611 0.086
H -4.35559 -2.13105 -1.94164 0.084
H 0.30495 -4.89599 -1.48721 0.107
H 1.40259 -3.66308 -2.10820 0.086
H 0.03422 -4.19531 -3.08037 0.093
H 1.11228 -1.83178 -1.37582 0.050
```

As for the orbital gap: 3.76 eV. The net charge is +2. The max |F| comes out at 0.0971 hartree/bohr. Its energy relative to the best compared isomer or geometry (same formula, charge and spin) is 1.821 eV.

***

# C25H28Cl4F3N2O5P2PdS

A structure of composition C25H28Cl4F3N2O5P2PdS at a distorted geometry (the ωB97M-V functional and the def2-TZVPD basis, OMol25).

```
71
Properties=species:S:1:pos:R:3:lowdin_charge:R:1
Pd -0.23047 -0.38881 -0.17628 0.614
C 3.43322 -0.15779 0.98825 -0.190
P 1.65857 0.04796 1.33861 1.070
C 1.60452 1.90039 1.32265 -0.369
N 2.05622 2.61133 2.31521 0.150
C 2.13562 3.95499 2.19913 -0.191
C 2.65399 4.73694 3.25065 0.000
C 2.79504 6.08546 3.07943 -0.049
C 2.40132 6.70986 1.87593 -0.050
C 1.86322 5.98353 0.85102 -0.002
C 1.73247 4.58708 0.98733 -0.193
N 1.26091 3.83286 -0.02895 0.147
C 1.19194 2.53963 0.11124 -0.387
P 0.62965 1.51215 -1.29951 1.031
C 2.16669 1.39101 -2.27301 -0.177
C -0.56301 2.48857 -2.34823 -0.681
C -1.10317 1.45487 -3.35374 -0.078
C 0.11589 3.64813 -3.07206 -0.077
C -1.69777 2.99942 -1.46454 -0.069
C 1.38349 -0.63319 3.06745 -0.672
C 2.35894 -0.02656 4.07275 -0.075
C 1.58684 -2.14873 2.95410 -0.079
C -0.06415 -0.34513 3.45954 -0.094
H 4.00499 0.45246 1.68513 0.064
H 3.65335 0.14239 -0.03349 0.036
H 3.67901 -1.21394 1.07721 0.049
H 2.93932 4.24515 4.17138 0.120
H 3.21759 6.68714 3.87288 0.115
H 2.52762 7.77871 1.76750 0.114
H 1.54333 6.44645 -0.07334 0.119
H 2.59907 2.38468 -2.37838 0.065
H 1.93818 0.97089 -3.25294 0.063
H 2.87251 0.72417 -1.78330 0.033
H -0.34041 1.16083 -4.07626 0.086
H -1.94016 1.88520 -3.90672 0.100
H -1.45628 0.55164 -2.85200 0.057
H 0.85914 3.29772 -3.78838 0.081
H 0.58843 4.33037 -2.36940 0.066
H -0.64503 4.20110 -3.62693 0.098
H -2.20326 2.17725 -0.96689 0.048
H -2.43268 3.51006 -2.08998 0.101
H -1.34124 3.69992 -0.70861 0.085
H 3.38845 -0.31539 3.85835 0.083
H 2.10535 -0.41047 5.06365 0.098
H 2.29241 1.05582 4.09438 0.057
H 2.62039 -2.40667 2.72137 0.086
H 0.94219 -2.57846 2.18684 0.057
H 1.33309 -2.61029 3.91023 0.101
H -0.25974 0.72525 3.53422 0.073
H -0.27389 -0.80468 4.42718 0.100
H -0.74893 -0.77978 2.73071 0.062
Cl -6.28754 1.86314 2.74398 0.788
C -5.15416 1.18006 1.68113 -0.665
C -5.62663 0.48885 0.49537 -0.668
Cl -7.29677 0.41796 0.19131 0.785
C -4.75560 -0.08733 -0.38653 -0.616
Cl -5.29330 -0.88270 -1.79071 0.805
C -3.33241 -0.02407 -0.15585 -0.314
O -2.52314 -0.52645 -0.91673 0.056
C -2.84451 0.75154 1.05015 -0.333
O -1.64380 0.90457 1.19534 0.000
C -3.81643 1.30252 1.94564 -0.611
Cl -3.25184 2.15961 3.30972 0.786
F 1.72187 -4.48994 -2.30215 0.159
C 0.86195 -4.39123 -1.29767 -0.677
F 1.32103 -5.08147 -0.25636 0.150
F -0.31244 -4.88808 -1.67349 0.153
S 0.66915 -2.62246 -0.80715 0.450
O 0.28684 -1.89882 -2.00938 -0.334
O -0.38536 -2.65394 0.21842 -0.350
O 1.97200 -2.24831 -0.28499 -0.358
```

As for the orbital gap (spin up / spin down): 5.64 / 5.64 eV. The net charge is +1. The max |F| comes out at 0.0440 hartree/bohr. Its energy relative to the best compared isomer or geometry (same formula, charge and spin) is 1.832 eV.

***

# C25H28F5FeO2S

A structure of composition C25H28F5FeO2S at a distorted geometry (the ωB97M-V functional and the def2-TZVPD basis, OMol25).

```
62
Properties=species:S:1:pos:R:3:mulliken_spin:R:1
O -0.07026 1.98653 -3.08530 -0.002
C 0.78014 2.95049 -3.77259 0.001
C -0.27631 4.05760 -3.70684 0.000
H 1.03942 2.67399 -4.80345 0.000
H 1.63666 2.99970 -3.11601 0.000
C -1.14647 2.96678 -3.00643 0.001
H -0.71993 4.33560 -4.66434 0.000
H 0.06657 4.92125 -3.15074 0.000
C -2.30115 2.32654 -3.76649 -0.001
H -1.95596 2.02198 -4.76572 0.000
H -3.12029 3.03483 -3.85470 0.000
H -2.64447 1.45776 -3.18942 0.001
C -1.40104 3.37531 -1.55328 -0.003
H -0.46274 3.57446 -1.02171 0.004
H -1.92472 2.60600 -0.96624 0.010
H -1.97481 4.32183 -1.51451 -0.001
Fe 0.22521 -0.12376 1.43370 3.274
C 1.01313 1.67453 2.76383 0.048
C 2.03122 0.72015 2.56557 0.073
C 2.20729 0.52206 1.14797 0.016
H 2.63499 0.27082 3.35457 0.000
C 1.26415 1.41079 0.45405 0.012
C 0.47858 2.04955 1.48325 0.095
H -0.26527 2.83856 1.32271 0.014
H 0.75681 2.10393 3.74021 0.005
H 2.99058 -0.07872 0.69020 0.006
H 1.25941 1.58501 -0.61348 0.016
C -1.40606 -0.79140 2.77277 0.047
C -1.70658 0.48359 2.22871 0.084
C -1.69322 0.38313 0.79191 -0.153
H -1.98357 1.33904 2.83459 0.003
C -1.40680 -0.98163 0.45123 0.098
C -1.34220 -1.73200 1.66498 0.088
H -1.35455 -2.80470 1.75840 0.005
H -1.39803 -1.06586 3.81716 -0.002
H -2.00131 1.15175 0.07900 0.083
H -1.40416 -1.43241 -0.52845 0.026
O 0.24613 -0.66449 -2.39710 0.017
C -0.44633 -0.58853 -3.69449 0.000
C 0.25250 -1.45690 -4.73024 0.000
H -0.42736 0.42262 -4.10712 0.000
H -1.50188 -0.82624 -3.57036 0.000
C 1.20521 -2.35964 -3.90446 0.000
H 0.83831 -0.79606 -5.35639 0.000
H -0.38821 -1.98701 -5.44262 0.000
C 1.10526 -1.88716 -2.45025 0.003
H 2.22017 -2.29106 -4.34684 0.000
H 0.93777 -3.42559 -3.97266 0.000
H 2.08664 -1.70082 -1.97017 0.003
H 0.59058 -2.65915 -1.87446 -0.003
F 0.37414 -4.18087 7.81662 0.000
C 0.50359 -3.65370 6.58886 0.014
C 0.68327 -2.27240 6.45788 -0.001
F 0.67355 -1.46995 7.54874 0.000
C 0.90325 -1.72169 5.20053 0.015
F 1.04459 -0.36753 5.09306 -0.002
C 0.96572 -2.50522 4.03029 0.033
S 1.26256 -1.90160 2.42574 0.115
C 0.76904 -3.89111 4.20999 -0.037
F 0.74403 -4.69532 3.12474 -0.004
C 0.54230 -4.46065 5.45249 -0.003
F 0.39091 -5.79296 5.59310 0.001
```

As for the orbital gap (spin up / spin down): 5.01 / 5.58 eV. The net charge is -1. The max |F| comes out at 0.0730 hartree/bohr. As for the spin multiplicity: 5. Its energy relative to the best compared isomer or geometry (same formula, charge and spin) is 1.533 eV.

***

# C25H28INO5P2PtTe

A structure of composition C25H28INO5P2PtTe at a distorted geometry (the ωB97M-V functional and the def2-TZVPD basis, OMol25).

```
64
Properties=species:S:1:pos:R:3:lowdin_charge:R:1
Pt 0.20052 -0.24059 0.23052 0.902
O 2.88524 -1.09788 0.31766 -0.016
C 2.17377 -0.13121 0.31200 -0.478
C 2.79548 1.25574 0.35624 -0.198
C 4.17150 1.40729 0.48952 -0.009
C 4.71904 2.67702 0.50557 -0.061
C 3.90137 3.79731 0.37979 -0.070
C 2.53352 3.64883 0.22950 -0.067
C 1.97971 2.37228 0.22306 -0.280
P 0.22870 1.94899 0.06505 0.941
C -0.33842 2.60322 -1.53360 -0.308
C -0.43521 3.95521 -1.86432 -0.083
C -0.78434 4.33967 -3.14789 -0.079
C -1.03566 3.38093 -4.12020 -0.078
C -0.94819 2.03625 -3.80152 -0.066
C -0.59876 1.64832 -2.51618 -0.096
C -0.59106 2.80379 1.45484 -0.306
C -0.67201 4.19053 1.58789 -0.085
C -1.20072 4.76223 2.73357 -0.078
C -1.65608 3.95664 3.76786 -0.081
C -1.59015 2.57876 3.64347 -0.073
C -1.05684 2.00637 2.49737 -0.101
H 4.78585 0.52116 0.56958 0.121
H 5.78852 2.80248 0.61108 0.106
H 4.33565 4.78797 0.39777 0.105
H 1.90959 4.52655 0.12316 0.094
H -0.23800 4.72446 -1.13439 0.078
H -0.85384 5.39150 -3.39128 0.105
H -1.29498 3.68562 -5.12555 0.105
H -1.14508 1.28225 -4.55126 0.110
H -0.51642 0.59372 -2.27350 0.051
H -0.32138 4.84527 0.80583 0.076
H -1.25090 5.83937 2.82052 0.105
H -2.05661 4.40418 4.66785 0.104
H -1.95026 1.94192 4.44017 0.106
H -1.00402 0.92804 2.40699 0.074
N -4.29141 -0.21427 0.08336 0.168
C -3.05499 -0.76306 -0.01556 -0.665
O -2.06961 -0.11225 0.32597 -0.120
C -2.97258 -2.14343 -0.57585 -0.448
I -3.35590 -3.36060 1.17384 0.862
H -4.34767 0.59241 0.68807 0.121
H -5.07855 -0.84231 0.13633 0.097
H -1.99337 -2.50895 -0.84405 0.005
H -3.81984 -2.48397 -1.15321 0.042
C -1.74257 -6.15473 -1.51514 -0.079
C -0.46729 -5.36334 -1.69760 -0.309
O -0.54863 -4.20038 -0.86870 -0.379
P 0.75295 -3.24840 -0.66490 0.050
O 0.29169 -2.31694 0.45201 -0.528
Te 1.40396 -2.35927 -2.72752 0.391
O 1.85322 -4.25117 -0.08988 -0.293
C 1.69900 -4.77416 1.24065 -0.272
C 2.42300 -3.90582 2.24479 -0.075
H -1.68678 -7.08763 -2.07522 0.077
H -2.60402 -5.58526 -1.86796 0.071
H -1.90318 -6.38471 -0.46150 0.069
H -0.33281 -5.04045 -2.73314 0.080
H 0.40985 -5.94845 -1.41074 0.115
H 2.12450 -5.77836 1.20735 0.118
H 0.63609 -4.85991 1.48245 0.111
H 3.46803 -3.79032 1.96134 0.083
H 2.37272 -4.36863 3.23253 0.077
H 1.96465 -2.91983 2.29514 0.061
```

As for the orbital gap: 6.43 eV. The max |F| comes out at 0.0308 hartree/bohr. Its energy relative to the best compared isomer or geometry (same formula, charge and spin) is 0.277 eV.